DFT (ωB97M-V with the def2-TZVPD basis set) results for the ion C32H44N2O3PS2 with charge +1 in a non-equilibrium geometry.

Last column: Löwdin charge in e.
Cartesian coordinates (Å):
C 4.707323 -3.366045 -3.643210  -0.13
C 3.187129 -2.759069 -3.688214  -0.25
C 2.768706 -2.174933 -2.278916  -0.13
C 2.000407 -3.166532 -1.336278  -0.35
S 1.649838 -4.951581 -1.794717  0.77
C 1.445787 -2.790330 0.092897  -0.09
C 0.632306 -3.839578 0.986401  -0.17
C -0.853594 -4.124294 0.417636  -0.21
C -1.863127 -2.885257 0.587470  -0.20
C -3.257679 -3.139977 -0.204091  -0.14
C -3.788687 -1.811457 -0.966803  -0.17
O -4.840895 -1.115754 -0.221805  -0.10
C -5.992785 -0.890130 -1.034455  -0.39
C -6.509841 0.583882 -1.451344  0.00
O -6.687717 -1.862403 -1.438433  0.05
C 1.674863 -1.370111 0.648023  -0.05
C 1.199514 -0.870837 2.084679  -0.16
C -0.185805 -0.059806 2.106391  -0.15
C -0.423775 0.369175 3.668781  -0.37
C 0.232662 1.808789 4.007899  -0.08
C -1.947219 0.205022 4.150223  -0.09
C 2.455241 -0.382109 -0.290374  -0.01
C 2.666813 1.066316 0.264368  0.10
C 3.430330 2.041836 -0.646816  -0.13
C 3.608209 3.558021 -0.105921  -0.09
C 2.209328 4.298321 -0.507097  -0.08
C 1.218142 4.475448 0.726622  -0.33
O 1.507633 4.142117 1.906740  0.04
N -0.115932 5.101651 0.504959  0.04
C -1.214550 4.135431 0.706813  -0.20
C -1.904278 4.009983 2.116391  -0.01
C -3.088009 3.021510 2.347590  -0.07
C -3.663895 2.123939 1.211547  -0.06
C -2.990263 2.222672 -0.179862  -0.07
C -1.798398 3.207170 -0.406184  -0.02
N 3.962706 1.635850 -1.921332  0.07
C 3.816893 0.308625 -2.512248  -0.23
P 4.659171 0.127302 -4.180608  0.38
S 5.630800 1.690581 -4.814885  0.15
C 3.020411 -0.749681 -1.710294  -0.04
H 5.206954 -3.362923 -4.676426  0.09
H 5.343699 -2.909250 -2.815054  0.08
H 4.585827 -4.483926 -3.367084  0.08
H 2.553372 -3.670156 -4.018610  0.08
H 3.040108 -2.031257 -4.575894  0.07
H 1.022697 -4.855509 -3.027819  -0.09
H 1.205014 -4.831250 0.959150  0.10
H 0.528110 -3.546775 2.082753  0.11
H -0.865063 -4.401784 -0.702158  0.08
H -1.260853 -5.057932 0.961277  0.13
H -1.375868 -1.942596 0.157122  0.09
H -2.134239 -2.810002 1.693653  0.11
H -4.081828 -3.471812 0.528896  0.13
H -3.152804 -3.964426 -0.999259  0.12
H -4.216387 -2.085816 -1.997502  0.13
H -2.933130 -1.050281 -1.139772  0.12
H -5.890425 1.028929 -2.305920  0.09
H -7.598631 0.533459 -1.820989  0.10
H -6.499879 1.318933 -0.577573  0.08
H 1.087899 -1.724420 2.856873  0.12
H 1.991463 -0.165405 2.550405  0.12
H -0.160137 0.923755 1.521342  0.10
H -1.103184 -0.660758 1.796827  0.08
H 0.191535 -0.400633 4.280490  0.12
H -0.230621 2.283809 4.937913  0.09
H 1.347562 1.606793 4.247025  0.08
H 0.131743 2.457748 3.075370  0.04
H -2.523466 -0.543022 3.503912  0.07
H -2.473885 1.214029 4.276203  0.05
H -1.916507 -0.260336 5.210579  0.09
H 2.274948 1.450828 1.262498  0.11
H 4.432942 4.107863 -0.699863  0.13
H 3.808943 3.593365 1.015931  0.13
H 2.386738 5.319921 -1.010386  0.14
H 1.665239 3.645433 -1.282185  0.13
H -0.249931 5.811367 1.253434  0.13
H -1.572403 4.647372 2.998295  0.10
H -3.574001 2.937397 3.375463  0.09
H -4.542932 1.408318 1.410749  0.10
H -3.434544 1.563985 -1.011819  0.08
H -1.340833 3.236333 -1.449251  0.09
H 4.466092 2.397433 -2.427642  0.10
H 5.635721 -0.923461 -4.050263  0.00
H 3.667178 -0.157098 -5.202239  0.01

Atomic forces in eV per Å
-0.6662 -1.0783 0.1518
0.6396 -0.2881 -0.5551
-2.2221 -1.5139 3.0946
0.4143 2.9051 -0.1085
0.2599 1.5071 -0.3329
1.0234 2.9930 0.0759
-0.0423 -0.4850 -1.0503
-0.5356 -0.0200 -0.3353
-0.4625 -1.0545 -0.3310
-0.2247 0.5380 -0.1120
0.5624 -0.6097 -0.6819
-0.9999 0.8283 -1.8490
-2.9528 -2.4367 -1.3522
0.1058 0.0988 0.4937
3.1108 3.4959 1.5781
1.0453 -1.8159 -3.0003
-0.1040 0.2368 -0.0844
-0.2840 0.7218 1.4943
0.4094 -0.5554 0.3034
0.2674 -1.1865 -0.2830
0.5298 -0.2266 1.0015
-0.2724 1.0567 1.3364
1.9087 -0.5711 -4.5973
-0.9206 -2.0998 2.0525
-0.7247 -0.2744 -1.8150
-0.4299 -0.0933 0.1843
0.4719 -0.6994 3.2421
-0.2728 0.9753 -4.3246
-0.2353 -1.0999 0.1850
-3.8072 -3.1392 1.1625
-1.4678 -2.1755 -2.5951
1.1674 0.1860 -3.2083
3.2777 2.4971 -0.5940
0.7720 1.8513 3.1677
-0.9853 -0.1339 2.3513
-1.5943 -1.9859 1.5503
-1.9958 0.6602 3.7448
0.8564 0.8292 -0.9970
-0.3118 0.2020 0.6364
0.2451 0.2370 -0.4017
-0.6668 0.2853 1.6117
-0.7591 -0.4023 -1.3394
0.2921 1.8384 -0.3418
0.7362 1.7692 1.0046
0.3052 -0.9186 1.7773
0.5220 0.3703 0.9511
-0.7656 1.3951 0.0627
0.3777 -0.0544 -1.6301
0.3923 0.4469 1.7700
0.5967 1.5264 -0.7226
-0.6481 -1.2690 0.8555
0.6266 0.4134 -1.4169
1.2715 0.5022 -1.2090
-0.0093 1.2010 1.2121
0.6793 0.2260 1.5812
-1.2417 -1.2319 0.4072
-0.6257 -0.7827 1.2990
1.8413 -0.3667 0.6303
0.2640 -1.0561 -1.1054
0.3151 1.1716 -1.6281
-1.1092 -1.2506 -0.9015
0.0701 -1.4877 0.3849
1.5706 0.6881 0.1617
-1.0892 1.1317 -0.8817
0.5497 -0.5892 -1.4059
-1.6938 0.6494 -0.4797
0.1702 -0.5525 1.5703
0.6551 1.3140 0.7541
0.6518 -1.5972 -0.5362
-0.1253 0.7838 -1.6494
0.6056 -0.6835 -1.6315
-1.1177 -1.0764 1.1137
-0.3381 -0.2036 -1.6430
-0.3319 -1.5260 0.9582
0.6205 1.0998 1.0873
0.3935 -0.6661 -0.6490
-0.3635 -0.9250 -1.4131
0.8635 0.3385 -1.6086
1.6521 1.2905 -0.3995
1.0704 1.3104 1.2743
-0.6828 0.0807 1.5998
-0.2317 -1.1435 -0.0576
-1.2824 0.0761 0.1463
0.4338 -0.4029 1.2390

E_HOMO   -10.817 eV
Net charge   +1
Max |F|   0.099 hartree/bohr
Structure (SMILES)   CCc1c(S)c(CCCCCOC(C)=O)c(CCC(C)C)c2cc(CCC(=O)Nc3ccccc3)[nH+]c([PH2]=S)c12
Kohn-Sham gap   5.894 eV